Here is a 4-piece molecular cluster, C31H56I2N3O11PS5 overall from the OMol25 dataset. Energies are from ωB97M-V/def2-TZVPD.

Values from the calculation:
HOMO-LUMO gap in eV: 6.918
SMILES: C/C(I)=C(\I)[C@](CCCSC(=S)N1CCOCC1)(C[C@@H](C)O)O[C@H](CNP(C)O)OC#N.O=S1(=O)CCCC1.O=S1(=O)CCCC1.O=S1(=O)CCCC1
Spin multiplicity: 1
F_max in eV/A: 6.32
E in eV: -139704.603
LUMO energy in eV: -0.4
E_HOMO in eV: -7.3

Last column: Löwdin charge in e.
CARTESIAN COORDINATES (ANGSTROEM)
C -1.73466 -2.97564 1.49390  -0.227
C -1.50164 -1.63079 0.60837  -0.676
I -1.35690 -1.92123 -1.53416  0.941
C -1.39293 -0.35223 1.26924  -0.554
I -1.49696 -0.44195 3.44752  0.964
C -1.17561 1.02607 0.41410  -0.435
C 0.30491 0.93940 -0.19119  -0.170
C 1.33321 0.08062 0.75191  -0.221
C 2.81144 0.36181 0.11373  -0.473
S 3.49184 2.03338 0.55466  0.794
C 5.29267 1.90922 0.02397  -0.960
S 5.69036 2.06477 -1.62005  0.601
N 6.40027 1.65496 0.95957  -0.197
C 5.94980 1.03225 2.23660  -0.171
C 5.45274 2.08910 3.35938  -0.187
O 5.49134 3.44405 2.79207  -0.195
C 6.90483 3.66098 2.52538  -0.173
C 7.27041 2.85260 1.17068  -0.158
C -1.20674 2.34745 1.37204  -0.096
C -2.64460 2.64796 2.02201  -0.397
C -2.36897 3.20797 3.53084  -0.086
O -3.41886 3.68189 1.36861  -0.087
O -2.28584 1.12833 -0.48262  -0.094
C -2.02863 1.69042 -1.76446  -0.293
C -1.83403 3.31547 -1.77530  -0.174
N -0.40966 3.74258 -1.67691  -0.253
P -0.26648 5.51026 -1.39928  0.857
C 1.36895 5.89405 -0.47562  -0.298
O -1.48958 6.07102 -0.33254  -0.344
O -3.30048 1.50091 -2.52251  -0.020
C -2.95840 1.03556 -3.82932  -0.220
N -2.82560 0.90951 -5.03022  0.155
H -0.86920 -3.13654 2.24552  0.036
H -2.75199 -2.92819 2.04985  0.085
H -1.78502 -3.88768 0.80812  0.031
H 0.39589 0.46153 -1.22763  0.074
H 0.74524 2.01269 -0.16491  0.092
H 1.27577 0.37780 1.85369  0.097
H 1.18023 -1.06088 0.61669  0.112
H 2.81784 0.13726 -1.02431  0.101
H 3.50825 -0.42242 0.59864  0.078
H 6.81739 0.42097 2.70015  0.132
H 5.11337 0.25539 2.04003  0.107
H 6.06796 2.00654 4.32950  0.126
H 4.32831 1.87126 3.52864  0.120
H 7.13628 4.76798 2.31822  0.137
H 7.55823 3.21316 3.36254  0.123
H 8.38381 2.52597 1.19638  0.134
H 7.12785 3.58299 0.29951  0.104
H -0.47916 2.12202 2.23948  0.097
H -0.81467 3.28671 0.85198  0.115
H -3.32258 1.70630 2.05861  0.135
H -3.39616 3.63139 3.87008  0.090
H -1.65585 4.10718 3.51779  0.089
H -2.07919 2.38477 4.26500  0.019
H -3.87056 3.31820 0.57673  0.093
H -1.24764 1.15099 -2.41087  0.126
H -2.19311 3.62917 -2.83776  0.114
H -2.54970 3.82849 -1.04889  0.114
H 0.11935 3.46814 -2.52201  0.091
H 2.23431 5.21045 -0.77075  0.037
H 1.10680 5.83326 0.65636  0.039
H 1.57844 7.01199 -0.69475  0.046
H -1.12227 6.46741 0.49007  0.048
O -2.00613 5.10550 -5.04987  -0.338
S -3.42000 5.22026 -5.32836  0.649
O -4.37497 5.61968 -4.31894  -0.328
C -3.63160 6.25766 -6.76446  -0.236
C -3.56502 5.29121 -7.93949  -0.226
C -4.39017 4.07230 -7.52192  -0.215
C -3.97379 3.70331 -6.09706  -0.242
H -2.85359 7.02045 -6.79061  0.109
H -4.61601 6.72621 -6.69544  0.109
H -3.94854 5.74621 -8.85530  0.115
H -2.52751 4.99075 -8.11931  0.121
H -5.45460 4.32923 -7.54008  0.117
H -4.24449 3.23230 -8.20506  0.117
H -4.80858 3.29323 -5.52746  0.105
H -3.14040 2.99972 -6.09363  0.068
O -1.68997 -5.96377 3.05483  -0.315
S -0.36293 -5.60452 3.50046  0.655
O 0.53074 -4.79744 2.69617  -0.337
C -0.49098 -4.87534 5.12456  -0.232
C -0.39716 -6.05852 6.07806  -0.223
C 0.71764 -6.94805 5.52653  -0.211
C 0.48943 -7.09076 4.02042  -0.239
H -1.42841 -4.32599 5.21257  0.108
H 0.35641 -4.19785 5.25401  0.110
H -0.18919 -5.73440 7.10013  0.116
H -1.34240 -6.61129 6.08380  0.121
H 1.68701 -6.47186 5.70907  0.117
H 0.73504 -7.92446 6.01628  0.116
H 1.43089 -7.17633 3.47747  0.105
H -0.14921 -7.94286 3.79246  0.096
O 1.81380 -7.08594 0.40263  -0.308
S 0.40199 -7.39271 0.42511  0.686
O -0.26907 -7.85718 1.61968  -0.347
C -0.49057 -5.99556 -0.23005  -0.251
C -0.54517 -6.25330 -1.72991  -0.222
C -0.86974 -7.74034 -1.88403  -0.216
C 0.03998 -8.50999 -0.92499  -0.220
H 0.02451 -5.07085 0.02875  0.093
H -1.49166 -6.00437 0.20766  0.104
H -1.29120 -5.62264 -2.21820  0.106
H 0.42852 -6.03876 -2.18288  0.123
H -1.91747 -7.91399 -1.61719  0.120
H -0.73364 -8.07931 -2.91370  0.115
H -0.45023 -9.40265 -0.53431  0.105
H 0.98402 -8.78213 -1.40058  0.107